No. 1
Here is C29H59CuO28 as an isolated structure from the Open Molecules 2025 dataset. Energies are from wB97M-V/def2-TZVPD.

Geometry as XYZ:
```
117
Properties=species:S:1:pos:R:3:forces:R:3
Cu 1.2310 1.5477 -6.2995 -0.07 -0.31 0.41
C 2.0927 -0.9072 -1.0086 -1.17 -0.39 -0.94
C 0.6805 -1.3880 -1.5233 -0.47 0.39 -0.51
O 0.2196 -1.0323 -2.8183 1.20 -0.24 1.99
H 2.3428 -1.3773 -0.0575 -0.24 0.05 0.15
H 2.0105 0.1731 -0.8892 0.53 0.01 -0.10
H 2.8640 -1.2192 -1.7127 0.07 0.35 -0.14
H -0.0007 -1.0267 -0.7529 -0.61 1.40 0.16
H 0.4787 -2.4048 -1.1866 0.74 -1.23 -1.03
C 4.8505 -7.6655 1.0959 0.67 -0.63 -0.06
O 6.0743 -7.0977 1.6164 -0.29 0.44 -0.64
C 7.1381 -7.8900 1.8178 0.23 1.05 0.99
O 7.2392 -9.0628 1.6918 -0.40 -1.41 -0.48
O 8.1017 -7.0917 2.2904 1.30 1.04 0.65
C 9.2428 -7.6021 3.0341 -0.05 -0.54 0.34
H 4.1459 -6.9037 0.7622 0.38 0.45 0.69
H 4.4528 -8.2873 1.8980 -0.33 -0.09 -0.38
H 5.0434 -8.2257 0.1810 0.22 -0.43 0.27
H 8.9201 -8.2415 3.8557 -0.23 -0.42 -0.42
H 9.8223 -6.8474 3.5659 -0.84 1.00 -0.43
H 10.0365 -8.0710 2.4524 -0.66 -0.44 -0.55
C 9.1358 -1.1352 1.0399 -0.49 -0.77 2.01
O 9.3302 0.1370 1.5798 0.66 3.71 0.86
C 9.5868 0.3855 2.9001 0.07 -1.81 0.06
O 9.6787 -0.5043 3.7536 -0.21 2.42 -1.68
O 9.7375 1.7435 3.0776 0.31 -2.90 -1.54
C 9.8533 2.1615 4.4159 -1.13 1.04 0.21
H 10.0831 -1.6585 1.1697 -0.27 -0.52 -0.57
H 8.7100 -1.0777 0.0382 0.54 0.28 0.07
H 8.3736 -1.5269 1.7135 0.03 -1.07 -0.33
H 10.5566 1.6231 5.0511 -0.11 -0.11 -0.31
H 8.8201 2.1311 4.7619 0.22 -0.17 0.91
H 10.0863 3.2208 4.3077 0.38 -0.11 0.33
C 8.4487 -0.5828 -8.9749 -0.29 0.56 -1.70
O 8.3083 -1.7355 -8.1755 3.30 1.65 -0.58
C 7.1385 -2.1051 -7.8171 -4.17 3.03 -2.56
O 6.0824 -1.5323 -8.1350 1.50 -0.91 0.88
O 7.2876 -3.1896 -7.2136 0.58 -4.45 2.25
C 6.1736 -3.9849 -6.8341 -1.03 0.34 -0.13
H 7.9614 -0.7393 -9.9372 -0.52 -0.13 0.08
H 9.4772 -0.4428 -9.3076 0.22 -0.23 0.92
H 8.0327 0.3422 -8.5756 0.09 -0.28 0.47
H 5.4187 -3.9723 -7.6202 -0.17 0.52 0.15
H 5.8137 -3.5501 -5.9016 -0.38 -0.43 -0.07
H 6.4004 -5.0475 -6.7476 0.85 0.35 0.31
C -9.9072 -3.2890 0.6312 -0.69 0.21 0.65
O -8.5222 -3.4172 1.0447 0.33 -0.69 0.26
C -8.2737 -3.6688 2.3766 -2.94 -0.46 1.22
O -9.1613 -3.4559 3.2445 3.91 -0.79 -2.67
O -7.0556 -4.2872 2.6133 -1.13 0.60 -1.54
C -6.2055 -4.7083 1.4549 -0.09 0.96 -0.01
H -10.3009 -2.3090 0.9008 0.14 -0.07 0.19
H -10.5548 -4.0555 1.0568 0.35 0.03 0.61
H -10.0975 -3.4212 -0.4339 1.23 0.11 -0.19
H -6.2597 -4.0014 0.6270 -0.15 0.26 0.35
H -6.4189 -5.6708 0.9900 -0.65 -0.19 0.74
H -5.1709 -4.7259 1.7977 -0.30 0.05 0.39
C -0.2124 2.4320 9.3609 0.47 -0.86 0.23
O 0.9753 1.6223 9.1991 1.27 -0.82 -1.29
C 1.3534 0.9517 8.0330 0.67 0.45 0.59
O 2.5040 0.6203 7.7911 -2.26 0.68 0.62
O 0.2864 0.7169 7.2671 -1.13 1.32 1.71
C 0.3881 0.2197 5.9762 1.54 -0.29 -1.00
H -0.0439 2.9446 10.3080 0.20 0.28 -0.27
H -1.0650 1.7849 9.5667 -0.20 0.07 -0.63
H -0.3268 3.1291 8.5307 -0.23 -0.16 0.10
H 0.6622 -0.8306 6.0759 -0.32 -0.11 -0.62
H 1.1931 0.7433 5.4605 0.26 -0.16 -0.06
H -0.5005 0.4441 5.3861 -0.26 -0.38 0.59
C 3.5916 5.2456 4.3793 -0.02 0.48 -0.86
O 2.4964 5.7042 5.1860 -0.41 -0.37 0.80
C 2.4546 6.9509 5.6948 0.85 -0.66 -0.47
O 3.2946 7.7805 5.4578 -0.65 0.30 0.49
O 1.3652 7.0413 6.4869 0.70 -1.65 -1.53
C 1.1074 8.2177 7.1590 0.75 1.89 0.65
H 4.5566 5.7282 4.5343 -0.30 0.30 0.48
H 3.3095 5.4269 3.3422 0.08 0.03 -0.08
H 3.7314 4.1694 4.4818 -0.41 0.12 0.48
H 1.6896 8.2542 8.0797 -0.50 -0.37 0.51
H 0.0299 8.3170 7.2898 0.25 -0.08 0.18
H 1.5233 9.0947 6.6629 -0.34 -0.01 -0.63
C -6.2433 1.5102 -1.0269 1.97 0.26 -0.14
O -7.4265 2.0151 -0.5138 -1.74 0.79 -0.27
C -7.5247 2.3195 0.7609 0.94 -1.71 2.92
O -6.5843 2.3834 1.5664 -2.39 0.47 -1.77
O -8.8584 2.2642 1.0895 1.31 0.90 -3.26
C -9.2184 2.3056 2.3956 0.79 -0.63 3.33
H -5.4234 1.6778 -0.3284 -0.08 -0.41 0.24
H -5.9358 2.0939 -1.8946 -0.43 -0.19 -0.29
H -6.3649 0.4539 -1.2667 0.02 0.11 -0.01
H -8.5929 2.9741 2.9871 -0.19 0.52 -0.16
H -8.9593 1.3441 2.8389 -0.27 -0.35 0.17
H -10.2745 2.4796 2.6020 0.09 0.23 -0.76
C -11.9102 -3.0451 -7.4225 -0.99 -0.69 -0.36
O -10.5977 -3.2079 -7.0033 2.56 0.80 0.36
C -9.5610 -2.4156 -7.4303 -0.46 2.07 -3.09
O -9.5462 -1.5728 -8.3805 -0.50 -3.09 3.52
O -8.5243 -2.7577 -6.6917 0.99 0.04 1.14
C -7.1651 -2.2634 -6.9547 -0.79 -0.30 -0.78
H -11.9663 -3.0878 -8.5103 -0.23 0.77 0.03
H -12.4164 -2.2413 -6.8880 0.18 0.48 -0.61
H -12.4241 -3.9433 -7.0799 0.10 -0.14 0.04
H -7.0096 -1.2078 -6.7323 -0.64 0.09 -0.39
H -7.0054 -2.5377 -7.9975 0.46 0.54 0.03
H -6.4317 -2.7685 -6.3261 -0.67 -0.55 0.12
C -4.1719 7.4935 -4.4104 0.17 1.00 1.46
O -3.1478 6.8712 -5.1821 0.07 -0.11 -0.82
C -1.9926 6.3541 -4.7388 0.39 0.34 0.48
O -1.2035 5.7925 -5.4804 -1.40 0.82 1.67
O -1.8267 6.6117 -3.3798 -1.77 -0.58 -1.61
C -0.8200 5.8669 -2.7769 2.73 -0.53 -0.13
H -3.7897 8.2468 -3.7216 0.64 -0.44 0.39
H -4.7731 6.7912 -3.8331 0.17 -0.20 -0.24
H -4.8230 8.1658 -4.9691 0.12 -0.84 -1.09
H 0.1069 6.3425 -3.0974 0.40 -0.13 0.29
H -0.7147 4.8345 -3.1103 -0.60 -0.02 -0.30
H -0.7971 5.8194 -1.6882 -0.88 0.62 -0.09
```
Positions in Å, forces in eV/Å.

For the LUMO energy, the calculation gives -3.370 eV. Its molecular weight is 919.31 g mol⁻¹. The HOMO-LUMO gap is 3.112 eV. The energy above the lowest of the compared OMol25 structures with the same formula, charge and spin is 871.5 kJ/mol. The total energy is -4887.17685 Eh.

***

No. 2
Here is C34H56N2O4P3W as an isolated structure from the Open Molecules 2025 dataset. Energies are from wB97M-V/def2-TZVPD.

Geometry as XYZ:
```
100
Properties=species:S:1:pos:R:3:forces:R:3
C 2.1848 -2.0168 -1.0421 0.16 0.35 0.34
C 1.7796 0.0800 -2.0052 -0.04 -0.45 0.20
C 3.1671 -2.2871 -1.9856 -0.18 -0.20 0.07
C 2.7003 -0.1697 -3.0060 -0.39 0.35 -0.11
C 3.4104 -1.3690 -2.9952 0.08 0.20 0.10
H 3.6978 -3.2347 -1.9063 -0.12 0.20 -0.27
H 2.8386 0.5934 -3.7731 0.08 -0.36 0.08
H 4.1316 -1.5734 -3.7780 0.02 -0.02 0.10
N 1.5684 -0.8083 -1.0025 0.11 -0.46 -0.78
P 0.0706 -2.6559 0.6370 0.62 -2.45 0.32
P 0.9478 2.1128 -0.2374 0.52 0.78 -1.16
C 1.7552 -3.0351 -0.0229 0.44 -0.01 -0.11
H 1.7939 -4.0484 -0.4670 -0.05 0.54 0.24
H 2.4682 -3.0339 0.8207 -0.26 -0.03 -0.27
C 0.8809 1.2810 -1.9465 0.13 0.83 -0.14
H 1.1607 2.0096 -2.7151 -0.10 -0.22 0.06
C -0.1970 3.6142 -0.5138 -0.67 0.04 0.29
C 2.6975 2.7634 0.0367 -0.21 -0.30 0.15
C -1.0912 -3.4340 -0.6280 -0.39 0.05 -0.24
C 0.0994 -3.6297 2.2577 -0.28 0.06 0.20
C -1.5970 3.2322 -0.0202 -0.34 -0.03 0.07
H -1.6029 3.0018 1.0512 -0.02 0.17 -0.24
H -2.2724 4.0857 -0.1936 0.23 -0.28 0.11
H -2.0046 2.3706 -0.5583 -0.04 0.27 0.15
C 0.2584 4.8245 0.3086 0.10 0.12 0.12
H 0.3281 4.5847 1.3773 -0.01 0.13 -0.25
H 1.2070 5.2412 -0.0453 -0.27 -0.07 0.16
H -0.5080 5.6059 0.1923 0.21 -0.24 0.03
C -0.3299 4.0140 -1.9955 0.16 -0.09 -0.13
H -0.9912 4.8933 -2.0364 0.20 -0.27 0.04
H 0.6180 4.3026 -2.4647 -0.32 -0.03 0.07
H -0.8018 3.2213 -2.5893 0.08 0.34 0.08
C 2.7319 3.3309 1.4814 0.16 0.11 0.14
H 2.0099 2.8380 2.1509 0.18 0.21 -0.10
H 3.7335 3.1635 1.9029 -0.27 0.04 -0.11
H 2.5511 4.4109 1.4968 -0.02 -0.38 0.07
C 3.7117 1.6114 -0.0417 0.08 -0.08 -0.09
H 3.5424 0.8603 0.7372 0.18 0.10 -0.20
H 3.7131 1.1242 -1.0239 0.14 0.17 0.31
H 4.7118 2.0445 0.1188 -0.31 -0.20 -0.01
C 3.0652 3.8261 -1.0286 0.34 0.03 -0.22
H 2.3230 3.9684 -1.8250 0.28 -0.02 0.35
H 3.2554 4.7949 -0.5489 -0.11 -0.24 -0.23
H 4.0005 3.5291 -1.5249 -0.27 0.11 0.12
C -1.3023 -3.6048 2.8869 -0.19 -0.07 0.22
H -1.2251 -3.9862 3.9170 -0.01 0.08 -0.27
H -1.7005 -2.5824 2.9522 0.04 -0.38 -0.05
H -2.0170 -4.2539 2.3641 0.29 0.19 0.17
C 1.0706 -2.9125 3.2110 0.01 0.13 0.02
H 2.0881 -2.8385 2.8089 -0.12 -0.05 0.17
H 0.7123 -1.9116 3.4774 0.07 -0.21 -0.03
H 1.1213 -3.5040 4.1373 0.05 0.23 -0.26
C 0.5730 -5.0897 2.0973 0.03 -0.14 -0.01
H 0.9078 -5.4423 3.0837 -0.10 0.12 -0.26
H -0.2333 -5.7601 1.7823 0.30 0.22 0.09
H 1.4231 -5.2083 1.4150 -0.17 -0.01 0.17
C -0.8618 -2.8310 -2.0278 0.01 0.15 -0.05
H -1.4107 -3.4490 -2.7568 0.20 0.24 0.26
H -1.2516 -1.8098 -2.0981 0.07 -0.27 -0.03
H 0.1944 -2.8226 -2.3257 -0.22 -0.13 -0.04
C -2.5377 -3.1343 -0.1999 -0.22 -0.09 0.01
H -2.7056 -2.0605 -0.0265 0.03 -0.19 -0.11
H -3.2095 -3.4531 -1.0105 0.15 0.11 0.22
H -2.8327 -3.6772 0.7049 0.06 0.15 -0.33
C -0.8693 -4.9543 -0.7437 -0.05 -0.08 0.15
H 0.1701 -5.2024 -0.9929 -0.28 -0.06 0.04
H -1.1669 -5.5002 0.1568 0.07 0.19 -0.30
H -1.5003 -5.3220 -1.5668 0.18 0.14 0.22
W 0.1302 -0.2074 0.5240 -2.80 -0.41 -2.81
C 1.5178 0.0975 1.9173 5.95 1.22 5.89
O 2.2913 0.2763 2.7991 -3.91 -0.93 -4.36
N -1.0792 0.2442 -1.0227 2.34 0.83 0.92
C -0.5755 0.7917 -2.0844 -0.38 -0.45 -0.94
C -1.2766 0.8532 -3.3754 0.08 -0.36 0.35
C -2.6774 0.7148 -3.3594 -0.22 0.02 -0.32
C -0.5993 1.0124 -4.6026 -0.18 0.17 0.03
C -3.4016 0.8365 -4.5480 0.18 -0.09 0.26
H -3.1699 0.5193 -2.4013 0.03 0.23 -0.41
C -1.3267 1.1154 -5.7850 0.18 -0.05 0.16
H 0.4906 1.0344 -4.6192 -0.29 0.10 -0.13
C -2.7264 1.0475 -5.7603 -0.02 -0.06 0.38
H -4.4912 0.7652 -4.5226 0.38 0.02 -0.08
H -0.8022 1.2501 -6.7318 -0.17 -0.06 0.28
H -3.2951 1.1444 -6.6868 0.19 -0.01 0.28
C -1.0979 -0.2352 5.0988 -0.02 0.07 0.70
O -1.2416 -0.5089 3.6881 0.42 0.94 -2.24
P -1.0730 0.5580 2.4400 -2.97 2.12 4.91
O -2.5974 1.0793 2.1597 1.67 -0.67 0.16
C -3.7286 0.1866 2.0538 -0.45 -0.53 -0.12
O -0.4036 1.8867 3.1492 -0.41 -1.83 -1.64
C -1.0719 2.7046 4.1384 -0.32 0.58 0.50
H -0.0588 0.0430 5.3302 -0.36 -0.05 -0.12
H -1.3510 -1.1624 5.6256 0.12 0.19 -0.28
H -1.7939 0.5445 5.4371 0.21 -0.33 -0.24
H -4.0092 0.0680 0.9969 0.12 0.20 0.33
H -3.5086 -0.8090 2.4700 -0.01 0.40 -0.01
H -4.5579 0.6354 2.6151 0.32 -0.10 -0.22
H -2.1595 2.7326 3.9854 0.37 -0.11 -0.04
H -0.8382 2.3356 5.1452 -0.02 0.18 -0.43
H -0.6716 3.7179 4.0312 -0.07 -0.29 -0.06
```
Positions in Å, forces in eV/Å.

For the LUMO energy (alpha / beta), the calculation gives -11.117 / -11.221 eV. Its molecular weight is 833.59 g mol⁻¹. As for the expectation value of S²: 2.186. Its spin multiplicity is 3. The HOMO-LUMO gap (alpha / beta) is 5.663 / 5.840 eV. Its net charge is +3. The total energy is -2829.90144 Eh.

***

Look up the molecular weight of the first one.
919.31 g mol⁻¹

***

Which of these has the highest molecular weight?
C29H59CuO28